# 1
A 11-piece molecular cluster, BH24O10 overall, computed with the ωB97M-V functional and the def2-TZVPD basis.

Cartesian coordinates (Å):
H (-0.369, -2.536, 2.595)
H (-0.690, 1.105, -3.529)
H (1.359, 0.111, 2.833)
B (-0.190, -0.160, -0.117)
O (3.041, 0.764, -1.571)
H (-3.237, -1.213, 1.919)
H (-1.196, 0.028, -0.557)
O (-0.779, 1.916, -2.971)
H (2.152, 0.634, -1.191)
O (2.803, -1.721, -3.394)
O (1.247, -0.284, 3.698)
H (-0.437, -0.954, 0.962)
H (2.956, -1.256, -2.622)
H (0.532, 0.878, 0.278)
H (1.944, -1.456, 0.505)
O (-3.096, -0.224, 1.757)
H (3.038, 1.605, -1.955)
H (1.888, 0.043, 4.128)
H (-2.222, -0.149, 1.402)
O (0.423, -3.032, 2.683)
O (2.719, -1.828, 0.875)
O (-3.103, -1.218, -2.546)
H (-2.392, -0.635, -2.115)
H (0.796, 4.887, 0.560)
O (1.469, 4.234, 0.797)
H (-4.040, 2.455, 0.426)
H (-4.033, -1.166, -2.080)
H (2.544, -2.703, 1.463)
H (-0.316, 1.530, -2.220)
O (-3.974, 1.701, -0.023)
H (0.894, -2.595, 3.304)
H (2.175, -2.473, -3.217)
H (1.219, 3.419, 0.378)
H (-3.715, 1.007, 0.472)
H (0.591, -0.713, -0.926)

## Properties
Frontier orbital gap   0.34274 hartree
Charge   -1
M   194.99 g mol⁻¹
ΔE to the lowest compared entry with this formula, charge and spin   69.3 kcal per mole

***

# 2
A 13-piece molecular cluster, BH28O12 overall, computed with the ωB97M-V functional and the def2-TZVPD basis.

Cartesian coordinates (Å):
H (2.150, -0.841, 1.181)
O (2.703, 2.962, 0.533)
H (3.671, -0.124, 0.066)
O (-2.664, 0.604, -2.926)
H (-3.916, -1.444, -0.757)
O (-1.451, -3.200, -0.906)
H (2.864, -0.139, 2.272)
H (-2.997, -0.631, 0.159)
H (-0.516, -0.441, 4.506)
O (2.906, -0.975, 1.751)
H (1.062, -1.123, -3.073)
H (-0.120, 3.247, -0.590)
O (-1.893, 1.555, 0.120)
O (0.022, 1.899, 2.313)
H (3.427, 2.531, 0.941)
O (4.148, 0.456, -0.471)
H (-2.194, -2.257, 1.824)
H (-0.332, 1.652, 1.481)
H (-1.425, 0.901, -0.351)
H (0.961, 1.844, 2.102)
H (-0.875, -2.466, -0.879)
H (-0.264, -0.284, -1.384)
H (3.918, 0.403, -1.399)
H (-2.812, 0.212, -2.037)
H (1.162, -1.572, -0.877)
H (-0.066, 0.226, 3.236)
H (2.513, 2.218, -0.017)
O (1.209, -0.620, -3.852)
H (-1.238, -3.566, -0.058)
H (-0.051, -0.873, 0.499)
H (1.262, 0.360, -0.278)
B (0.525, -0.582, -0.503)
O (-2.142, -3.212, 2.018)
O (0.180, 2.900, -1.429)
H (-1.369, -3.302, 2.579)
H (-2.162, 2.116, -0.592)
H (0.437, 2.037, -1.318)
O (-3.620, -0.559, -0.590)
H (-3.541, 0.613, -3.256)
H (0.616, 0.097, -3.718)
O (-0.083, -0.628, 3.662)

## Properties
Frontier orbital gap   0.36597 hartree
Charge   -1
M   231.02 g mol⁻¹
ΔE to the lowest compared entry with this formula, charge and spin   10.1 kcal per mole

***

# 3
A 14-piece molecular cluster, BH32NO12 overall, computed with the ωB97M-V functional and the def2-TZVPD basis.

Cartesian coordinates (Å):
H (1.886, -17.804, 64.156)
O (4.713, -16.702, 65.176)
H (1.095, -20.500, 64.479)
H (-0.717, -16.407, 65.149)
H (2.562, -19.238, 65.478)
N (4.374, -18.278, 61.442)
H (-2.683, -16.867, 65.439)
H (4.366, -21.295, 63.240)
O (0.728, -14.101, 66.935)
H (1.803, -17.431, 66.130)
O (-0.148, -15.817, 65.104)
H (4.875, -17.611, 60.854)
O (5.019, -20.769, 66.805)
H (4.303, -19.075, 60.993)
H (5.581, -20.033, 66.509)
H (2.435, -14.503, 63.370)
H (4.321, -17.477, 67.828)
O (1.151, -19.083, 68.366)
H (2.782, -21.042, 63.179)
H (4.935, -18.412, 62.456)
H (3.584, -17.730, 61.860)
H (-1.307, -20.005, 66.925)
O (3.277, -14.777, 63.286)
H (4.696, -16.816, 66.509)
O (-2.192, -17.505, 64.900)
H (1.143, -18.544, 67.517)
O (3.713, -18.949, 68.433)
H (-1.820, -18.133, 65.525)
H (-1.856, -18.805, 67.836)
O (4.640, -16.639, 67.539)
O (3.660, -20.958, 62.722)
H (3.874, -17.173, 65.241)
H (5.411, -16.924, 64.487)
H (0.790, -18.861, 65.306)
H (1.383, -14.587, 67.272)
H (4.407, -20.134, 67.223)
H (-0.053, -21.111, 63.730)
B (1.866, -18.310, 65.288)
H (1.018, -18.378, 68.994)
H (0.517, -16.342, 65.122)
H (3.174, -15.449, 63.981)
H (0.607, -14.733, 66.095)
O (0.817, -21.259, 64.006)
O (-1.987, -19.333, 66.965)
H (3.730, -18.999, 69.391)
H (2.866, -19.241, 68.160)

## Properties
Frontier orbital gap   0.27525 hartree
Charge   0
M   249.06 g mol⁻¹

***

# 4
BaCl3O12Pb2 as an isolated structure, computed with the ωB97M-V functional and the def2-TZVPD basis.

Cartesian coordinates (Å):
O (0.458, -2.336, -5.168)
O (1.855, -0.854, -4.053)
O (-3.013, 1.640, 3.292)
O (-0.355, 0.706, -0.716)
O (-1.941, 3.096, 4.479)
O (-1.179, 0.723, 4.530)
Cl (0.651, -1.679, -3.904)
Cl (0.740, 0.017, -0.160)
Cl (-1.673, 1.849, 3.666)
Ba (0.611, -4.140, -0.406)
O (0.802, -0.028, 1.344)
O (1.989, 0.654, -0.544)
O (0.773, -1.377, -0.484)
O (0.929, -2.744, -2.958)
Pb (3.219, 1.312, 1.808)
O (-0.452, -1.017, -3.410)
O (-0.798, 2.158, 2.547)
Pb (-2.618, 2.020, 0.136)

## Properties
Frontier orbital gap (spin up / spin down)   0.12002 / 0.14682 hartree
Multiplicity   2
Charge   +2
M   850.08 g mol⁻¹

***

# 5
BaH16O8 as an isolated structure, computed with the ωB97M-V functional and the def2-TZVPD basis.

Cartesian coordinates (Å):
H (-0.143, 0.723, -3.160)
O (0.654, 0.833, 2.671)
H (0.051, -2.778, -0.665)
H (1.368, 0.488, 3.186)
H (2.461, 1.395, 1.468)
Ba (-0.291, 0.399, -0.054)
O (0.579, 2.744, -1.593)
O (1.778, -1.396, 1.117)
O (-2.944, -0.631, -0.755)
H (2.609, -1.179, 1.538)
O (-0.989, 0.594, -2.745)
H (-1.678, 1.111, -3.077)
O (-1.244, -1.678, 1.657)
H (0.515, 3.465, -0.989)
H (-0.099, 3.009, -2.228)
H (2.653, 2.191, 0.172)
H (-3.892, -0.419, -0.893)
H (2.080, -1.982, 0.449)
H (-2.894, -1.539, -0.706)
H (-0.856, -2.296, -1.940)
O (2.370, 1.352, 0.527)
H (-0.907, -2.533, 1.518)
H (0.286, 1.530, 3.254)
H (-1.307, -1.300, 2.558)
O (-0.160, -2.101, -1.307)

## Properties
Frontier orbital gap   0.44830 hartree
Charge   +2
M   281.45 g mol⁻¹
ΔE to the lowest compared entry with this formula, charge and spin   35.4 kcal per mole

***

# 6
BeFH10O5 as an isolated structure, computed with the ωB97M-V functional and the def2-TZVPD basis.

Cartesian coordinates (Å):
O (-2.020, -1.062, -0.368)
H (1.242, -2.187, -0.559)
H (0.569, 1.799, 0.943)
H (1.866, 1.504, -1.813)
Be (-0.442, -0.521, 0.047)
H (-1.176, -1.116, 2.110)
O (1.159, 1.994, -2.182)
O (0.667, -1.438, -0.836)
H (-2.456, -0.542, -1.044)
O (-0.350, -0.809, 1.709)
H (-1.931, -2.013, -0.615)
F (-0.265, 0.919, -0.265)
H (0.459, 1.695, -1.601)
H (0.553, 2.110, 2.426)
O (1.081, 2.214, 1.633)
H (0.387, -1.169, 2.202)
H (0.656, -1.373, -1.781)

## Properties
Frontier orbital gap   0.33165 hartree
Charge   +1
M   118.09 g mol⁻¹
ΔE to the lowest compared entry with this formula, charge and spin   13.7 kcal per mole